{
  "formula": "C5H8N2",
  "method": "wB97M-V/def2-TZVPD",
  "symbols": ["C", "C", "C", "C", "N", "N", "C", "H", "H", "H", "H", "H", "H", "H", "H"],
  "positions_angstrom": [[-1.9754, 0.1129, 0.0671], [-0.6287, -0.3763, -0.4061], [0.4937, 0.5618, -0.7465], [0.4563, 2.0029, -0.5837], [0.5045, 3.1400, -0.3776], [0.4696, -0.1658, 0.4974], [1.5544, -1.0704, 0.8027], [-1.8335, 0.9702, 0.7306], [-2.6129, 0.4142, -0.7704], [-2.4924, -0.6731, 0.6280], [-0.6382, -1.2761, -1.0311], [1.1563, 0.2213, -1.5465], [2.0426, -1.5117, -0.0791], [1.2060, -1.8671, 1.4647], [2.2977, -0.4828, 1.3506]],
  "forces_ev_per_angstrom": [[0.0, 0.0, 0.0], [-0.1, -0.1, 0.0], [0.2, 0.2, -0.1], [0.0, 1.0, 0.2], [-0.2, -1.0, -0.3], [0.0, 0.0, 0.2], [0.1, -0.1, 0.0], [0.0, -0.1, -0.1], [0.1, -0.1, 0.1], [0.1, 0.1, -0.1], [0.1, 0.1, 0.2], [0.0, 0.1, 0.2], [-0.2, 0.0, 0.0], [0.0, 0.1, -0.1], [0.0, -0.2, -0.1]],
  "gap_ha": 0.394,
  "smiles": "C[C@H]1[C@@H](C#N)N1C",
  "homo_ev": -9.816,
  "lumo_energy_ev": 0.9,
  "total_energy_ev": -8293.28571
}


{
  "formula": "C5H8N2",
  "method": "wB97M-V/def2-TZVPD",
  "symbols": ["C", "C", "C", "N", "C", "C", "N", "H", "H", "H", "H", "H", "H", "H", "H"],
  "positions_angstrom": [[1.5596, -0.4149, -0.6207], [0.6053, 0.3463, 0.2920], [-0.4509, 1.2898, -0.3179], [-1.4146, 0.8290, 0.6989], [-0.6108, -0.3765, 0.9447], [-1.0405, -1.5655, 0.1877], [-1.3799, -2.4874, -0.4248], [1.2694, -0.3121, -1.6707], [2.5851, -0.0492, -0.5183], [1.5632, -1.4865, -0.3970], [1.1436, 0.8609, 1.0920], [-0.7075, 0.9850, -1.3431], [-0.2462, 2.3648, -0.3006], [-2.3624, 0.6623, 0.3755], [-0.5135, -0.6460, 2.0022]],
  "forces_ev_per_angstrom": [[0.0, 0.0, 0.0], [0.1, 0.0, 0.0], [0.1, 0.2, -0.2], [-0.3, 0.0, 0.0], [0.1, -0.2, 0.2], [-0.3, -0.8, -0.5], [0.3, 0.9, 0.6], [0.0, 0.0, 0.1], [-0.1, 0.0, 0.0], [0.0, 0.1, 0.0], [-0.1, -0.1, -0.1], [0.0, 0.0, 0.1], [0.0, -0.2, 0.0], [0.1, 0.0, 0.1], [0.0, 0.0, -0.2]],
  "gap_ha": 0.396,
  "smiles": "C[C@H]1CN[C@H]1C#N",
  "homo_ev": -9.804,
  "lumo_energy_ev": 1.0,
  "total_energy_ev": -8293.62521
}


{
  "formula": "C5H8N2",
  "method": "wB97M-V/def2-TZVPD",
  "symbols": ["C", "C", "C", "N", "N", "C", "C", "H", "H", "H", "H", "H", "H", "H", "H"],
  "positions_angstrom": [[1.0396, 1.3595, 0.8916], [0.4367, -2.5625, -1.8816], [-1.3708, 0.8274, 0.3999], [-1.7721, 1.5726, 1.4424], [-0.0760, 0.9122, 0.0661], [-0.0853, -0.4036, -0.4315], [0.2977, -1.3491, -1.0930], [-1.1769, 2.1983, 1.9644], [-2.7521, 1.6218, 1.6327], [1.2983, 2.3909, 0.6162], [0.7838, 1.3358, 1.9729], [1.9271, 0.7415, 0.7112], [-0.2559, -3.3331, -1.5546], [1.4490, -2.9547, -1.7918], [0.2568, -2.3570, -2.9448]],
  "forces_ev_per_angstrom": [[0.3, 0.7, 0.5], [0.2, -0.1, -0.2], [-2.6, 2.0, 1.4], [0.4, -0.2, -0.5], [0.0, -2.7, -0.2], [2.9, 0.2, -1.7], [-0.8, 0.6, 0.7], [0.1, 0.2, 0.1], [-0.2, -0.1, 0.1], [-0.1, -0.2, 0.1], [0.2, -0.1, -0.5], [-0.5, 0.1, 0.0], [-0.1, -0.1, 0.0], [0.0, -0.1, 0.0], [0.0, 0.0, 0.2]],
  "gap_ha": 0.314,
  "homo_ev": -7.649,
  "lumo_energy_ev": 0.9,
  "total_energy_ev": -8290.45561
}


{
  "formula": "C5H8N2",
  "method": "wB97M-V/def2-TZVPD",
  "symbols": ["C", "C", "N", "C", "C", "C", "N", "H", "H", "H", "H", "H", "H", "H", "H"],
  "positions_angstrom": [[1.5725, -0.8602, 0.1389], [0.8930, 0.4604, -0.1221], [0.1140, 0.8374, -1.3105], [-0.5913, 0.4811, -0.0788], [-1.4232, -0.7785, -0.2116], [-1.0373, 1.4355, 0.9102], [-1.3012, 2.1162, 1.8131], [1.1218, -1.2229, 1.0746], [1.4189, -1.6282, -0.6239], [2.6382, -0.7377, 0.3271], [1.3911, 1.3156, 0.3422], [0.1257, 1.8470, -1.4447], [-0.9544, -1.4415, -0.9418], [-1.5600, -1.3167, 0.7314], [-2.4078, -0.5075, -0.6042]],
  "forces_ev_per_angstrom": [[0.0, -0.2, 0.0], [0.3, 0.1, -0.1], [0.1, 0.2, 0.1], [-0.2, -0.3, 0.2], [-0.1, 0.0, 0.0], [-0.6, 1.1, 1.0], [0.2, -0.7, -1.2], [0.3, -0.1, -0.2], [0.0, 0.3, 0.0], [0.0, 0.0, -0.2], [-0.3, -0.3, 0.1], [0.2, -0.2, 0.0], [0.0, 0.1, 0.1], [0.1, 0.2, -0.1], [0.1, -0.1, 0.1]],
  "gap_ha": 0.398,
  "smiles": "C[C@H]1N[C@]1(C)C#N",
  "homo_ev": -9.953,
  "lumo_energy_ev": 0.9,
  "total_energy_ev": -8293.41586
}


{
  "formula": "C5H8N2",
  "method": "wB97M-V/def2-TZVPD",
  "symbols": ["C", "C", "C", "N", "C", "C", "N", "H", "H", "H", "H", "H", "H", "H", "H"],
  "positions_angstrom": [[-1.9558, -0.9172, 0.4172], [-0.5522, -0.5510, -0.0060], [-0.2515, 0.7100, -0.7466], [0.0918, 0.5495, 0.6999], [1.5485, 0.4658, 0.7390], [2.0080, 0.5518, -0.6720], [2.4303, 0.6093, -1.7511], [-1.9543, -1.5798, 1.2906], [-2.4720, -1.4301, -0.4043], [-2.5202, -0.0146, 0.6726], [0.0881, -1.4108, -0.2295], [0.6747, 0.7046, -1.5734], [-1.0349, 1.4356, -0.9248], [1.9585, 1.3229, 1.2836], [1.9410, -0.4460, 1.2048]],
  "forces_ev_per_angstrom": [[0.0, 0.1, 0.0], [-0.1, -0.1, -0.4], [-0.4, -0.1, -1.4], [0.3, 0.4, -1.0], [0.4, 0.0, -0.3], [3.5, -0.4, -0.1], [0.7, -0.1, 1.2], [0.0, 0.1, -0.1], [0.1, 0.1, 0.2], [0.1, -0.1, 0.0], [-0.1, 0.2, -0.1], [-4.2, 0.1, 2.2], [-0.2, -0.2, 0.0], [-0.1, -0.1, -0.1], [-0.2, 0.1, -0.1]],
  "gap_ha": 0.397,
  "smiles": "C[C@H]1CN1CC#N",
  "homo_ev": -9.818,
  "lumo_energy_ev": 1.0,
  "total_energy_ev": -8291.71193
}


{
  "formula": "C5H8N2",
  "method": "wB97M-V/def2-TZVPD",
  "symbols": ["C", "N", "C", "C", "C", "N", "C", "H", "H", "H", "H", "H", "H", "H", "H"],
  "positions_angstrom": [[2.3135, 0.1791, 0.0272], [0.8901, -0.0876, 0.0107], [0.3330, -1.3076, 0.2849], [-1.0338, -1.1717, 0.2734], [-1.3250, 0.1850, -0.0234], [-2.6603, 0.6707, -0.1006], [-0.1161, 0.8321, -0.1826], [2.8519, -0.7182, -0.2927], [2.5609, 0.9836, -0.6703], [2.6671, 0.4616, 1.0254], [0.9748, -2.1608, 0.4655], [-1.7882, -1.9221, 0.4572], [-3.0464, 0.5477, -1.0306], [-2.7389, 1.6435, 0.1642], [0.1175, 1.8647, -0.4084]],
  "forces_ev_per_angstrom": [[0.1, 0.0, 0.0], [-0.2, -0.1, 0.0], [0.1, 0.1, -0.1], [0.0, 0.0, 0.0], [0.2, -0.2, 0.1], [0.1, 0.2, -0.1], [0.0, 0.0, 0.0], [-0.1, 0.1, 0.1], [-0.1, -0.1, 0.1], [-0.1, 0.0, -0.1], [-0.2, 0.1, 0.0], [0.2, 0.0, 0.0], [0.0, 0.1, 0.1], [0.0, 0.0, -0.1], [-0.1, -0.2, 0.0]],
  "gap_ha": 0.327,
  "smiles": "Cn1ccc(N)c1",
  "homo_ev": -7.919,
  "lumo_energy_ev": 1.0,
  "total_energy_ev": -8294.47538
}


{
  "formula": "C5H8N2",
  "method": "wB97M-V/def2-TZVPD",
  "symbols": ["C", "C", "N", "C", "C", "C", "N", "H", "H", "H", "H", "H", "H", "H", "H"],
  "positions_angstrom": [[-0.8401, -0.0395, -1.1620], [-0.0466, -1.6478, -0.5542], [1.0668, -1.1871, 0.2605], [0.2300, -0.0233, 0.3193], [0.9967, 1.2700, 0.0882], [-0.6583, 0.0457, 1.4804], [-1.3262, 0.1383, 2.4222], [-1.2752, 0.9176, -0.8250], [-0.2618, 0.1383, -2.0655], [-1.7103, -0.6606, -1.3802], [-0.8457, -2.0425, 0.1174], [1.0770, -1.6384, 1.1736], [1.5613, 1.2006, -0.8438], [0.3266, 2.1347, 0.0560], [1.7058, 1.3938, 0.9130]],
  "forces_ev_per_angstrom": [[-0.2, 0.2, -0.3], [-0.1, -0.3, 0.0], [0.0, 0.0, 0.1], [0.1, 0.3, 0.2], [0.0, 0.1, 0.0], [-0.6, 0.0, 0.7], [0.6, -0.1, -0.9], [0.1, -0.1, 0.0], [-0.1, 0.0, 0.2], [0.1, 0.1, 0.1], [0.1, 0.1, -0.1], [0.0, 0.0, -0.1], [-0.1, 0.0, 0.1], [0.1, -0.1, 0.0], [-0.1, 0.0, -0.1]],
  "gap_ha": 0.324,
  "homo_ev": -8.088,
  "lumo_energy_ev": 0.7,
  "total_energy_ev": -8289.02389
}


{
  "formula": "C5H8N2",
  "method": "wB97M-V/def2-TZVPD",
  "symbols": ["N", "C", "N", "C", "C", "C", "C", "H", "H", "H", "H", "H", "H", "H", "H"],
  "positions_angstrom": [[-2.9128, 0.1795, 0.3402], [-1.7486, 0.2948, 0.2289], [-0.3963, 0.3386, 0.0767], [0.1560, 0.0217, -1.2658], [1.5368, -0.5678, -0.9215], [1.8679, -0.0364, 0.4615], [0.5285, -0.0281, 1.1968], [0.1918, 0.9273, -1.8518], [-0.4594, -0.6925, -1.8563], [2.2185, -0.2865, -1.7086], [1.4143, -1.6829, -0.8484], [2.6694, -0.6294, 0.9688], [2.2402, 0.9839, 0.4825], [0.2814, -1.0356, 1.6584], [0.5639, 0.6841, 2.0374]],
  "forces_ev_per_angstrom": [[2.3, 0.5, -0.2], [-0.8, -0.6, 0.3], [-1.3, -0.1, 0.6], [-0.1, -0.6, 0.4], [-0.9, -0.7, -0.2], [0.8, -0.4, 0.8], [-0.2, -1.0, 0.2], [0.3, 0.4, -0.1], [0.2, 0.3, 0.7], [0.5, -0.2, -0.1], [0.4, 1.0, -0.3], [-0.8, 0.3, -0.3], [0.0, 0.2, -0.5], [0.1, 1.0, -0.7], [-0.5, 0.0, -0.6]],
  "gap_ha": 0.368,
  "smiles": "N#CN1CCCC1",
  "homo_ev": -9.232,
  "lumo_energy_ev": 0.8,
  "total_energy_ev": -8294.05376
}


{
  "formula": "C5H8N2",
  "method": "wB97M-V/def2-TZVPD",
  "symbols": ["C", "N", "N", "C", "C", "C", "C", "H", "H", "H", "H", "H", "H", "H", "H"],
  "positions_angstrom": [[1.6000, 1.7872, 0.0699], [1.1297, 0.7658, -0.9789], [0.1777, -0.0173, -0.2856], [-1.1144, 0.0305, -0.6414], [-1.8816, -0.7274, 0.2199], [-0.9391, -1.4122, 1.0153], [0.3357, -1.0111, 0.6729], [0.7082, 2.3824, 0.3644], [1.9268, 1.2500, 1.0118], [2.4022, 2.4193, -0.4257], [1.9401, 0.2054, -1.3648], [-1.5354, 0.6535, -1.5013], [-2.9427, -0.8160, -0.0911], [-0.9775, -2.1445, 1.7493], [1.3230, -1.1912, 1.0902]],
  "forces_ev_per_angstrom": [[0.3, -0.7, -0.8], [1.2, 0.6, 1.5], [0.7, -1.1, -1.4], [-2.1, 1.7, -1.0], [-0.2, 0.1, -1.9], [1.2, 0.2, -0.3], [-0.1, 1.5, -0.2], [0.7, -0.2, -0.5], [0.1, 0.7, -1.1], [-0.9, -0.7, 0.9], [-1.4, 0.5, 1.0], [1.2, -0.9, 1.4], [0.8, -0.4, 1.2], [-1.0, -1.2, 1.2], [-0.4, -0.2, 0.0]],
  "gap_ha": 0.340,
  "smiles": "CNn1cccc1",
  "homo_ev": -8.232,
  "lumo_energy_ev": 1.0,
  "total_energy_ev": -8292.72506
}


{
  "formula": "C5H8N2",
  "method": "wB97M-V/def2-TZVPD",
  "symbols": ["C", "C", "C", "C", "N", "C", "N", "H", "H", "H", "H", "H", "H", "H", "H"],
  "positions_angstrom": [[0.2838, 1.5757, -1.5814], [0.5783, 1.0474, -0.3920], [1.1590, -0.2910, -0.1548], [0.2082, -0.9358, 0.5399], [0.0410, -2.2819, 0.8018], [-0.9182, 0.0595, 0.7237], [-0.1840, 1.3367, 0.7887], [-0.4098, 2.4112, -1.6601], [0.6412, 1.1046, -2.4904], [1.9737, -0.7241, -0.7202], [-0.3756, -2.5113, 1.6940], [0.8686, -2.8344, 0.6272], [-1.4019, 0.0817, -0.2728], [-1.6177, -0.1120, 1.5378], [-0.8466, 2.0737, 0.5587]],
  "forces_ev_per_angstrom": [[0.2, 0.2, -0.1], [0.2, 0.0, -0.4], [-0.2, -0.1, -0.3], [0.0, 0.1, -0.1], [0.2, 0.0, 0.1], [-0.1, -0.4, 0.5], [-0.2, 0.0, -0.6], [0.3, -0.1, -0.1], [0.2, 0.3, 0.1], [0.1, 0.1, 0.2], [0.0, 0.1, -0.1], [-0.1, 0.0, 0.0], [-0.6, -0.4, 0.4], [0.0, 0.0, 0.1], [0.1, 0.1, 0.1]],
  "gap_ha": 0.328,
  "smiles": "C=C1C=C(N)CN1",
  "homo_ev": -7.911,
  "lumo_energy_ev": 1.0,
  "total_energy_ev": -8293.08349
}